Below is a molecular structure, C35H29BrIN6ORhS3, with properties calculated with wB97M-V/def2-TZVPD.

```
77
Properties=species:S:1:pos:R:3:forces:R:3
Rh 0.06451 1.17624 -0.84115 -0.47 -0.25 -0.29
C -2.72189 4.49026 -0.53505 0.00 0.02 0.00
C -1.83295 3.34130 -0.14589 0.05 0.02 0.07
N -1.00324 2.85408 -1.03151 -0.04 -0.09 -0.03
N -0.99168 3.53336 -2.24519 0.02 -0.01 0.08
C -0.26975 2.99930 -3.15815 0.00 0.06 0.01
S 0.67068 1.55176 -2.99924 0.18 0.20 0.07
S -0.33834 3.79308 -4.74728 0.08 -0.04 -0.06
C -1.48835 2.58875 -5.51214 0.05 -0.03 0.04
C -2.81938 2.56479 -4.82348 0.00 -0.05 0.03
C -3.79618 3.51531 -5.09940 0.04 0.02 0.00
C -4.99774 3.51053 -4.41038 -0.03 0.02 0.00
C -5.23610 2.55803 -3.42843 -0.02 -0.01 0.02
C -4.26714 1.60784 -3.14369 0.01 0.00 0.01
C -3.06715 1.61140 -3.84042 -0.03 -0.02 -0.02
C -1.91757 2.82104 1.20889 0.00 -0.01 0.00
C -2.45295 3.66660 2.20811 0.01 -0.01 0.01
C -2.60396 3.26140 3.50759 0.00 0.01 -0.01
C -2.24762 1.95177 3.85894 0.00 0.00 0.02
C -1.72553 1.10155 2.92335 -0.03 0.00 -0.02
C -1.52075 1.50922 1.58331 -0.04 -0.01 -0.03
O -1.02913 0.62963 0.75793 0.23 0.04 0.16
H -2.99659 4.41500 -1.58254 0.00 -0.02 0.01
H -2.18842 5.43542 -0.41266 0.01 0.01 -0.01
H -3.61376 4.50351 0.08307 0.00 0.01 -0.01
H -1.01786 1.60721 -5.47569 0.02 0.00 -0.06
H -1.55968 2.89897 -6.55419 -0.05 0.03 0.01
H -3.60561 4.27276 -5.85035 0.00 0.01 -0.02
H -5.75180 4.25271 -4.63822 -0.01 0.01 0.00
H -6.17582 2.55470 -2.89190 -0.01 0.00 0.01
H -4.44461 0.86209 -2.37885 -0.01 -0.01 0.01
H -2.30753 0.86925 -3.61922 0.00 -0.01 0.00
H -2.72424 4.67935 1.94707 -0.01 0.01 0.01
H -2.99694 3.94245 4.24929 0.00 0.01 0.00
H -2.38057 1.61170 4.87873 0.00 -0.01 0.01
H -1.44320 0.08675 3.16910 -0.01 -0.01 0.00
S 1.82717 2.03332 0.22129 0.06 0.14 0.05
C 2.94314 0.74753 -0.22165 -0.15 -0.01 0.00
N 4.20100 0.99101 -0.23082 0.17 -0.17 -0.22
N 5.12059 0.03726 -0.48589 -0.07 0.23 -0.20
C 5.19434 -1.30025 -0.08487 -0.01 -0.15 0.10
C 6.24447 -2.05875 -0.60424 -0.11 -0.02 -0.02
C 6.40986 -3.37704 -0.21589 0.00 -0.04 0.03
C 5.53909 -3.95806 0.69572 0.01 0.01 -0.03
C 4.50801 -3.19371 1.22560 0.01 -0.02 0.01
C 4.33216 -1.87407 0.84650 0.15 -0.01 0.10
N 2.43647 -0.50376 -0.60271 -0.48 0.10 -0.03
N 1.20336 -0.53539 -0.80140 0.42 0.07 -0.22
C 0.68455 -1.79679 -1.23928 -0.02 0.07 0.16
C 1.52621 -2.86323 -1.54060 -0.01 -0.02 -0.02
C 0.96421 -4.05174 -1.96641 -0.01 -0.03 0.00
C -0.41637 -4.17820 -2.08142 0.01 0.01 0.02
C -1.24498 -3.11537 -1.75403 0.01 -0.02 0.00
C -0.69614 -1.91680 -1.32834 0.00 -0.01 0.00
H 5.98151 0.44159 -0.81105 0.04 0.07 0.22
H 6.92232 -1.61428 -1.32344 0.01 0.02 0.00
H 7.22536 -3.95339 -0.63324 0.00 -0.01 0.00
H 5.66502 -4.98955 0.99437 0.00 -0.02 0.00
H 3.82200 -3.62654 1.94341 -0.01 0.00 0.01
H 3.53512 -1.29608 1.28915 0.06 -0.05 0.05
H 2.59643 -2.75380 -1.43610 0.00 0.01 -0.01
H 1.60803 -4.88658 -2.20816 0.00 -0.01 -0.01
H -0.84523 -5.11152 -2.42048 0.00 -0.02 0.00
H -2.31928 -3.21739 -1.82310 -0.01 -0.01 0.00
H -1.33521 -1.09438 -1.02954 0.02 0.00 -0.01
Br 0.95857 -5.41473 3.60009 0.00 -0.01 -0.01
C 0.63500 -3.96472 4.76872 0.01 -0.01 0.01
C 0.50294 -4.24518 6.12275 0.00 0.00 -0.01
C 0.27845 -3.21968 7.02435 0.00 -0.01 0.01
C 0.19014 -1.91037 6.57595 -0.01 0.00 0.00
C 0.32092 -1.63160 5.22647 0.01 0.00 -0.01
C 0.53935 -2.65689 4.31062 0.05 0.02 0.03
I 0.70266 -2.14099 2.30275 -0.05 -0.03 -0.02
H 0.57833 -5.26917 6.46007 0.00 -0.01 0.00
H 0.17727 -3.44681 8.07685 0.00 0.00 0.01
H 0.02035 -1.10221 7.27420 0.00 0.01 0.01
H 0.26162 -0.61081 4.87342 -0.01 0.01 -0.01
```
Forces are in eV/Å.

Properties
relative energy (zero: lowest compared OMol25 entry of this formula, charge and spin): 1.074 eV
net charge: 0
LUMO energy: -1.38 eV